Formula: C42H59F5N2O17
Source: the OMol25 dataset
Level of theory: ωB97M-V/def2-TZVPD

The geometry in XYZ format:
```
125
C42H59F5N2O17, DFT ωB97M-V/def2-TZVPD
C -2.6737 3.3474 3.5616
C -2.8604 2.1122 4.4500
O -1.9509 1.1179 3.9962
C -2.0602 -0.1858 4.5441
C -2.8793 -0.2566 5.8330
C -0.6850 -0.4909 4.9840
N 0.3818 -0.6064 5.3595
C -2.5907 -1.1979 3.4414
C -3.5474 -2.1101 4.0707
N -4.2192 -2.8894 4.5558
C -3.4609 -0.4774 2.3860
O -2.6676 0.1466 1.3969
C -3.3838 0.9147 0.5071
C -4.5010 0.4390 -0.1706
C -5.1793 1.2428 -1.0760
C -4.7581 2.5456 -1.3157
C -3.6365 3.0181 -0.6449
C -2.9470 2.2086 0.2457
C -1.5165 -2.0427 2.6872
F -0.5382 -1.2415 2.2284
F -2.1594 -2.5473 1.5789
C -0.9092 -3.2440 3.3798
C 0.3981 -3.2222 3.8461
C 0.9649 -4.3310 4.4547
C 0.2501 -5.5134 4.5942
C -1.0524 -5.5472 4.1032
C -1.8306 -6.8318 4.1844
F -1.5197 -7.5943 3.0934
F -1.5079 -7.5588 5.2543
F -3.1493 -6.6493 4.1459
C -1.6182 -4.4375 3.5073
H -2.7571 4.2479 4.1622
H -1.7429 3.3028 3.0096
H -3.4922 3.3875 2.8457
H -3.9043 1.8106 4.3876
H -2.6343 2.4222 5.4684
H -2.5253 0.4909 6.5355
H -3.9395 -0.0922 5.6673
H -2.7176 -1.2100 6.3233
H -4.0977 -1.2178 1.9087
H -4.1427 0.2360 2.8538
H -4.8372 -0.5740 -0.0003
H -6.0353 0.8461 -1.6008
H -5.2972 3.1736 -2.0077
H -3.3142 4.0328 -0.8324
H -2.0584 2.5588 0.7490
H 1.0134 -2.3446 3.7456
H 1.9839 -4.3183 4.8091
H 0.7030 -6.3738 5.0568
H -2.6222 -4.4806 3.1151
C -1.0434 9.5612 -1.5410
C -2.2601 8.7781 -1.9831
O -2.5157 7.6508 -1.1298
C -3.0651 7.9361 0.0484
O -3.3822 9.0271 0.4442
O -3.2047 6.7923 0.7244
C -3.7089 6.9563 2.0508
H -0.1745 8.9063 -1.4661
H -0.8231 10.3559 -2.2535
H -1.1973 10.0118 -0.5614
H -2.0912 8.3582 -2.9730
H -3.1472 9.4091 -2.0393
H -4.6405 7.5179 2.0485
H -2.9696 7.4557 2.6756
H -3.8911 5.9577 2.4370
C -1.4223 -7.2766 -0.2319
C -0.1418 -7.1556 0.5663
O 1.0028 -7.5824 -0.1958
C 1.4281 -6.7273 -1.1217
O 0.9660 -5.6426 -1.3607
O 2.4663 -7.2871 -1.7526
C 2.9721 -6.4973 -2.8357
H -1.5408 -8.2937 -0.6087
H -2.2806 -7.0271 0.3915
H -1.4153 -6.6071 -1.0912
H -0.1762 -7.8115 1.4227
H 0.0107 -6.1386 0.9312
H 3.2165 -5.4916 -2.5022
H 2.2445 -6.4595 -3.6453
H 3.8756 -6.9867 -3.1886
C 4.7573 10.1226 -5.8027
C 3.6894 9.0502 -5.7737
O 2.4936 9.4998 -5.1180
C 1.7242 10.3210 -5.8291
O 1.9270 10.6933 -6.9553
O 0.6796 10.6662 -5.0720
C -0.1939 11.6198 -5.6815
H 4.9598 10.4852 -4.7940
H 5.6793 9.7267 -6.2280
H 4.4420 10.9753 -6.4020
H 4.0333 8.1978 -5.1910
H 3.4512 8.6921 -6.7751
H -0.5255 11.2773 -6.6591
H 0.3040 12.5841 -5.7692
H -1.0531 11.7181 -5.0237
C 2.0856 1.7296 2.7949
C 2.9292 1.0587 3.8584
O 4.2717 0.8160 3.4030
C 5.0675 1.8805 3.3667
O 4.7784 3.0014 3.6989
O 6.2582 1.4918 2.9023
C 7.1981 2.5548 2.7388
H 2.1032 1.1480 1.8718
H 1.0534 1.8221 3.1356
H 2.4627 2.7251 2.5628
H 2.5159 0.0808 4.0894
H 2.9464 1.6352 4.7829
H 7.3143 3.1192 3.6614
H 6.8829 3.2152 1.9323
H 8.1457 2.0931 2.4763
C 3.6162 -11.6579 -8.0968
C 2.5167 -10.6507 -7.8345
O 1.9801 -10.7736 -6.5096
C 2.7408 -10.2766 -5.5344
O 3.8015 -9.7222 -5.6745
O 2.1202 -10.4884 -4.3758
C 2.8665 -10.0707 -3.2270
H 3.2612 -12.6695 -7.8951
H 3.9445 -11.5984 -9.1345
H 4.4763 -11.4765 -7.4541
H 1.6773 -10.8336 -8.5028
H 2.8582 -9.6296 -8.0038
H 3.1699 -9.0381 -3.3176
H 3.7382 -10.7110 -3.0953
H 2.2135 -10.1751 -2.3662
```

Strongest force on any atom in hartree/bohr: 0.025
HOMO-LUMO gap in eV: 9.514

Here are the Mulliken charges for atoms 1 to 99, given in e:
1. C -1.208
2. C -0.149
3. O 0.050
4. C 1.258
5. C -2.070
6. C -0.535
7. N -0.669
8. C 2.541
9. C -0.864
10. N -0.694
11. C -2.308
12. O 0.175
13. C 0.015
14. C -0.250
15. C -0.659
16. C -0.614
17. C -0.706
18. C -0.333
19. C 1.116
20. F -0.191
21. F -0.407
22. C -0.218
23. C -0.746
24. C -1.057
25. C -0.743
26. C -0.150
27. C 0.735
28. F -0.231
29. F -0.285
30. F -0.264
31. C -0.149
32. H 0.470
33. H 0.145
34. H 0.270
35. H 0.269
36. H 0.349
37. H 0.574
38. H 0.413
39. H 0.558
40. H 0.772
41. H 0.936
42. H 0.386
43. H 0.403
44. H 0.417
45. H 0.523
46. H 0.612
47. H 0.851
48. H 0.433
49. H 0.517
50. H 0.666
51. C -0.993
52. C -0.168
53. O -0.343
54. C 0.711
55. O -0.571
56. O -0.248
57. C -0.568
58. H 0.292
59. H 0.245
60. H 0.336
61. H 0.267
62. H 0.321
63. H 0.349
64. H 0.324
65. H 0.046
66. C -1.289
67. C 0.152
68. O -0.399
69. C 0.703
70. O -0.558
71. O -0.313
72. C -0.811
73. H 0.342
74. H 0.377
75. H 0.362
76. H 0.292
77. H 0.197
78. H 0.362
79. H 0.344
80. H 0.253
81. C -1.096
82. C -0.187
83. O -0.342
84. C 0.727
85. O -0.561
86. O -0.252
87. C -0.678
88. H 0.291
89. H 0.355
90. H 0.316
91. H 0.291
92. H 0.314
93. H 0.318
94. H 0.325
95. H 0.184
96. C -0.702
97. C -0.056
98. O -0.364
99. C 0.735